[1]
C9H13OP | ωB97M-V/def2-TZVPD

- LUMO energy (alpha / beta): -0.1 / 0.2 eV
- Highest occupied orbital energy (alpha / beta): -7.9 / -8.2 eV
- Kohn-Sham gap (alpha / beta): 7.843 / 8.374 eV

```
24
Properties=species:S:1:pos:R:3:mulliken_charge:R:1
C 2.160 0.385 -0.629 -0.4082
C -0.840 0.185 1.542 -0.9697
C 1.945 -1.053 -0.384 -0.5163
C 1.011 1.064 0.135 -1.0594
C 0.620 0.205 1.250 0.4804
C 1.087 -1.249 0.820 -0.6515
C 0.593 -1.641 -0.534 -0.2289
C -0.359 -0.583 -1.091 -0.7513
C -2.572 1.394 -0.722 -1.1884
O -2.684 -1.224 0.061 -0.8132
P -1.771 -0.124 -0.100 0.8730
H 3.128 0.750 -0.282 0.4159
H 1.929 0.654 -1.719 0.2695
H -1.027 -0.727 2.171 0.3836
H -1.150 1.204 2.083 0.3507
H 2.956 -1.647 -0.298 0.3401
H 0.511 1.920 -0.220 0.5229
H 1.372 0.479 2.190 0.3713
H 1.432 -1.950 1.583 0.4378
H 0.625 -2.633 -0.923 0.5451
H -0.292 -0.287 -2.168 0.4477
H -3.213 1.943 -0.056 0.4262
H -2.032 1.991 -1.497 0.3199
H -3.430 0.947 -1.212 0.4028
```

[2]
C4H5NO | ωB97M-V/def2-TZVPD

- LUMO energy: 0.6 eV
- Highest occupied orbital energy: -10.0 eV
- SMILES: N#C[C@H]1C[C@H]1O
- Kohn-Sham gap: 10.555 eV

```
11
Properties=species:S:1:pos:R:3:mulliken_charge:R:1
N 1.989 1.661 1.080 -0.4498
C 1.042 0.991 0.811 0.0586
C -0.219 0.423 0.579 -0.1709
C -0.753 0.276 -0.910 -0.6998
C -0.305 -0.849 -0.232 0.3380
O 0.820 -1.490 -0.623 -0.4952
H -0.951 0.581 1.436 0.3310
H -1.735 0.357 -1.077 0.2579
H -0.261 0.618 -1.803 0.2651
H -1.080 -1.361 0.554 0.2077
H 1.455 -1.207 0.185 0.3575
```

[3]
C23H31BBr36FIN3O4 | ωB97M-V/def2-TZVPD

- LUMO energy: -5.3 eV
- Highest occupied orbital energy: -11.0 eV
- Kohn-Sham gap: 5.707 eV
- Net charge: +1

```
100
Properties=species:S:1:pos:R:3:mulliken_charge:R:1
C 1.757 -0.258 5.489 0.3868
O 2.145 1.099 5.113 -0.5564
B 1.609 1.421 3.825 0.1894
O 0.171 1.259 3.646 0.3008
C 2.455 1.997 2.565 -0.5718
N 3.427 2.989 3.131 -0.5021
I 3.615 4.757 2.002 0.3959
C 4.738 2.437 3.611 -0.6576
C 5.208 1.057 2.962 -0.6519
N 4.092 0.141 2.496 0.5356
C 4.829 -0.987 1.854 -0.7034
C 5.092 -2.145 2.977 -0.0764
F 6.354 -2.808 2.750 -0.3648
C 3.121 0.831 1.620 0.4497
C 1.895 0.029 1.054 -0.7114
C 1.608 -1.448 1.912 0.4077
C 1.143 -2.723 0.909 -0.8727
O 0.167 -1.922 1.913 -0.4089
O 3.902 1.631 0.668 -0.1722
C 4.082 1.068 -0.590 0.5258
N 4.317 0.329 -1.530 -0.4910
H 1.208 -0.841 4.669 -0.0879
H 2.718 -0.827 5.728 -0.0238
H 1.104 -0.286 6.429 -0.0940
H -0.150 1.863 2.929 -0.2414
H 1.706 2.592 1.910 0.3481
H 2.968 3.357 3.999 0.5632
H 5.554 3.242 3.436 0.3478
H 4.722 2.290 4.761 0.2535
H 5.978 1.292 2.151 0.4451
H 5.776 0.461 3.779 0.3653
H 4.230 -1.502 1.024 0.3285
H 5.853 -0.727 1.416 0.5269
H 5.125 -1.705 4.044 0.0727
H 4.254 -2.945 2.943 0.2070
H 0.874 0.578 1.116 0.1540
H 1.950 -0.406 0.005 0.5730
H 2.318 -1.714 2.848 0.1181
H 0.899 -3.717 1.434 0.3839
H 0.621 -2.417 -0.073 0.2953
C 3.030 -1.746 -4.819 -0.0182
Br 2.879 -1.383 -6.719 -0.0392
Br 1.291 -1.864 -3.964 0.0306
Br 4.113 -3.317 -4.469 -0.0220
H 3.547 -0.897 -4.372 0.0565
C -2.221 -2.257 -6.253 0.0346
Br -3.519 -1.236 -5.230 0.0340
Br -2.503 -4.169 -6.073 -0.0276
Br -2.176 -1.707 -8.113 0.0692
H -1.239 -2.037 -5.832 -0.0217
C 4.774 3.561 -3.691 -0.4120
Br 6.706 3.525 -3.534 -0.0131
Br 4.131 2.299 -5.014 0.0271
Br 3.902 3.296 -1.977 -0.0010
H 4.500 4.557 -4.039 0.3647
C -3.230 2.350 1.072 -0.4064
Br -1.711 3.390 1.697 -0.0700
Br -2.727 0.530 0.635 -0.0432
Br -4.705 2.406 2.328 0.0783
H -3.576 2.817 0.150 0.4163
C -3.443 2.961 -6.426 -0.3977
Br -1.508 2.926 -6.290 -0.0222
Br -4.095 1.686 -7.736 0.0836
Br -4.291 2.720 -4.697 -0.0127
H -3.720 3.953 -6.780 0.3626
C 3.250 -3.107 9.195 -0.3960
Br 3.711 -3.244 7.314 0.0090
Br 1.336 -2.925 9.464 0.0141
Br 3.982 -4.581 10.220 -0.0143
H 3.713 -2.196 9.572 0.3776
C -1.727 -4.295 -11.664 -0.3394
Br -2.673 -2.666 -12.130 -0.0314
Br -0.209 -3.939 -10.509 -0.0198
Br -2.914 -5.627 -10.903 -0.0133
H -1.332 -4.711 -12.590 0.3555
C -2.183 1.186 7.937 -0.5190
Br -2.047 1.688 6.069 0.2120
Br -4.029 1.078 8.522 -0.0243
Br -1.208 -0.450 8.318 -0.1071
H -1.711 1.980 8.515 0.4755
C -7.332 -1.220 -5.598 0.1232
Br -8.527 -0.672 -7.024 -0.0213
Br -7.041 0.204 -4.313 -0.0123
Br -7.934 -2.852 -4.740 -0.0150
H -6.367 -1.437 -6.057 -0.0921
C -5.376 5.192 5.574 -0.2976
Br -3.599 5.517 6.283 -0.0445
Br -5.582 5.918 3.787 -0.0286
Br -5.849 3.312 5.650 -0.0638
H -6.077 5.723 6.216 0.3667
C -6.442 -1.213 -10.613 -0.4344
Br -7.389 0.416 -11.078 -0.0383
Br -4.924 -0.857 -9.456 0.1046
Br -7.629 -2.548 -9.858 -0.0370
H -6.046 -1.627 -11.539 0.3620
C -3.506 -2.468 4.531 -0.4542
Br -1.923 -2.077 3.466 0.2503
Br -3.314 -2.009 6.411 0.0071
Br -5.089 -1.651 3.760 -0.0489
H -3.652 -3.546 4.490 0.3578
```

The calculation returns the following energy relative to the best compared isomer or geometry (same formula, charge and spin) values, one per record and in order: 87.4 70.5 0.0 kcal per mole.